# C5H7NO

A cluster of 2 separate species, C5H7NO in total (ωB97M-V with the def2-TZVPD basis set, OMol25).

The geometry in ORCA input format:
```
! wB97M-V def2-TZVPD RIJCOSX def2/J DEFGRID3
* xyz 0 1
C -0.8007 -0.2731 2.1540
C -0.5104 -0.6120 0.9255
C -0.1885 -0.7259 -0.3237
C 0.2011 0.0528 -1.5167
N 1.2102 -0.8402 -2.0578
C -0.0610 -1.3976 -1.6116
H -0.0466 -0.3076 2.9376
H -1.7837 0.1046 2.4243
H -0.2668 0.8656 -2.0540
H 1.9342 -1.0136 -1.3620
H -0.7560 -1.9212 -2.2482
O 0.2610 2.4031 0.8341
H 0.6779 2.0396 1.6209
H 0.1294 1.6255 0.2777
*
```

Output
Kohn-Sham gap in hartree: 0.3742
Maximum force in eV/Å: 0.42
Energy above the lowest of the compared OMol25 structures with the same formula, charge and spin in kcal/mol: 120.0
HOMO level in eV: -9.350



# C5H7NO

The molecule C5H7NO (ωB97M-V with the def2-TZVPD basis set, OMol25).

The geometry in ORCA input format:
```
! wB97M-V def2-TZVPD RIJCOSX def2/J DEFGRID3
* xyz 0 1
C -1.9752 0.2158 -0.2381
C -0.5865 -0.0909 0.2442
C -0.0660 -1.4218 0.2020
O 1.0984 -1.7954 0.4114
C 1.3865 0.9801 0.1164
N 2.3901 0.4239 -0.4602
C 0.2376 0.9254 0.7938
H -2.6169 0.6122 0.5591
H -2.4520 -0.6783 -0.6552
H -1.9536 0.9681 -1.0387
H -0.8577 -2.1872 0.0350
H 2.5606 -0.5829 -0.3310
H 2.9199 0.9511 -1.1435
H -0.0807 1.7014 1.4932
*
```

Output
Kohn-Sham gap (spin up / spin down) in hartree: 0.2801 / 0.2801
Maximum force in eV/Å: 0.28
Energy above the lowest of the compared OMol25 structures with the same formula, charge and spin in kcal/mol: 76.6
HOMO level (spin up / spin down) in eV: -7.548 / -7.548



# C5H7NO

A cluster of 2 separate species, C5H7NO in total (ωB97M-V with the def2-TZVPD basis set, OMol25).

The geometry in ORCA input format:
```
! wB97M-V def2-TZVPD RIJCOSX def2/J DEFGRID3
* xyz 0 1
C -0.0243 0.4015 1.9891
C 0.0186 1.1142 0.9225
C 1.2439 0.2821 1.1181
H -0.2868 -0.0326 3.0063
H -0.3993 1.8603 0.1600
H 2.0731 0.9327 1.5037
H 1.6930 -0.5165 0.6000
C -0.0575 -0.4233 -2.0723
N -1.0438 -0.3402 -1.0178
C -1.5578 -0.9912 -0.1618
O -2.1467 -1.3102 0.7777
H 0.6550 -1.0914 -1.7107
H -0.5399 -0.5289 -3.0252
H 0.3725 0.6434 -2.0897
*
```

Output
Kohn-Sham gap in hartree: 0.3652
Maximum force in eV/Å: 3.96
Energy above the lowest of the compared OMol25 structures with the same formula, charge and spin in kcal/mol: 98.8
HOMO level in eV: -9.179



# C5H7NO

The molecule C5H7NO (ωB97M-V with the def2-TZVPD basis set, OMol25).

The geometry in ORCA input format:
```
! wB97M-V def2-TZVPD RIJCOSX def2/J DEFGRID3
* xyz 0 1
O -2.1476 -1.7022 -1.6806
C -0.7339 -1.6525 -1.7569
C -0.1799 -0.8572 -0.6667
C 0.1467 -0.2617 0.3269
C 0.5797 0.5540 1.4206
C 1.3734 1.7212 1.0385
N 0.0417 1.8983 1.6478
H -2.3777 -1.8690 -0.7549
H -0.2822 -2.6533 -1.6876
H -0.4522 -1.1937 -2.7107
H 0.8979 0.0483 2.3230
H 1.4859 2.0150 -0.0011
H 2.2610 1.9056 1.6235
H -0.6129 2.0472 0.8780
*
```

Output
Kohn-Sham gap in hartree: 0.3741
Maximum force in eV/Å: 0.92
Energy above the lowest of the compared OMol25 structures with the same formula, charge and spin in kcal/mol: 80.4
HOMO level in eV: -9.333



# C5H7NO

The molecule C5H7NO (ωB97M-V with the def2-TZVPD basis set, OMol25).

The geometry in ORCA input format:
```
! wB97M-V def2-TZVPD RIJCOSX def2/J DEFGRID3
* xyz 0 1
O -2.2233 0.8990 1.2281
C -1.1066 0.6492 0.8733
C 0.1795 0.1836 1.5704
N 0.9174 0.3396 0.2938
C 0.8590 -0.9022 -0.5308
C -0.1787 -0.2683 -1.4756
C -0.3079 0.8463 -0.4246
H 0.5227 0.8719 2.3509
H 0.1680 -0.8347 1.9769
H 0.4655 -1.7622 0.0282
H 1.8213 -1.1827 -0.9676
H -1.0615 -0.8486 -1.7509
H 0.2861 0.1313 -2.3803
H -0.3414 1.8778 -0.7917
*
```

Output
Kohn-Sham gap in hartree: 0.3773
Maximum force in eV/Å: 0.58
Energy above the lowest of the compared OMol25 structures with the same formula, charge and spin in kcal/mol: 54.2
HOMO level in eV: -9.449



# C5H7NO

The molecule C5H7NO (ωB97M-V with the def2-TZVPD basis set, OMol25).

The geometry in ORCA input format:
```
! wB97M-V def2-TZVPD RIJCOSX def2/J DEFGRID3
* xyz 0 1
C -1.8150 0.1103 0.5654
N -0.4633 -0.1661 0.1339
C 0.0749 -1.3974 -0.1861
C 1.3796 -1.2117 -0.5523
C 1.6663 0.1844 -0.4518
C 0.5026 0.7790 -0.0326
O 0.1544 2.0672 0.2348
H -2.3442 0.7257 -0.1688
H -1.8128 0.6361 1.5245
H -2.3424 -0.8386 0.6820
H -0.5317 -2.2904 -0.1239
H 2.0691 -1.9876 -0.8582
H 2.6088 0.6794 -0.6467
H 0.8153 2.6439 -0.1652
*
```

Output
Kohn-Sham gap in hartree: 0.3108
Maximum force in eV/Å: 0.29
Energy above the lowest of the compared OMol25 structures with the same formula, charge and spin in kcal/mol: 14.7
HOMO level in eV: -7.672



# C5H7NO

A structure of composition C5H7NO (ωB97M-V with the def2-TZVPD basis set, OMol25).

The geometry in ORCA input format:
```
! wB97M-V def2-TZVPD RIJCOSX def2/J DEFGRID3
* xyz 0 1
O -1.9336 -1.7634 -0.9885
C -0.8285 -1.6853 -0.5092
C -0.1459 -0.3689 -0.1792
C 1.3025 -0.0707 0.1728
N 0.6282 1.2804 0.4504
C -0.4747 0.5182 1.0696
C -0.0810 1.0286 -0.8926
H -0.2963 -2.6253 -0.2536
H 1.7457 -0.4867 1.0778
H 1.9976 -0.1198 -0.6779
H -0.2038 0.1809 2.0721
H -1.4124 1.0855 1.0572
H -1.0701 1.4715 -1.0718
H 0.7722 1.5552 -1.3272
*
```

Output
Kohn-Sham gap in hartree: 0.3604
Maximum force in eV/Å: 2.93
Energy above the lowest of the compared OMol25 structures with the same formula, charge and spin in kcal/mol: 107.5
HOMO level in eV: -9.120



# C5H7NO

The molecule C5H7NO (ωB97M-V with the def2-TZVPD basis set, OMol25).

The geometry in ORCA input format:
```
! wB97M-V def2-TZVPD RIJCOSX def2/J DEFGRID3
* xyz 0 1
O -1.0023 -2.8904 -0.1322
C 0.0610 -2.6186 0.5105
C 0.6333 -1.2555 0.8572
C 0.0173 -0.2684 0.1983
N 0.5496 1.1117 0.0431
C -0.5157 1.9026 0.1226
C 0.1177 1.8256 -1.1628
H 0.5850 -3.5311 1.1031
H 1.6264 -1.3191 1.2689
H -0.7181 -0.7024 -0.3930
H -0.5040 2.7579 0.7974
H -1.4951 1.3657 0.3530
H 1.0018 2.4805 -1.6568
H -0.3570 1.1416 -1.9093
*
```

Output
Kohn-Sham gap in hartree: 0.3579
Maximum force in eV/Å: 7.34
Energy above the lowest of the compared OMol25 structures with the same formula, charge and spin in kcal/mol: 101.2
HOMO level in eV: -9.822



# C5H7NO

The molecule C5H7NO (ωB97M-V with the def2-TZVPD basis set, OMol25).

The geometry in ORCA input format:
```
! wB97M-V def2-TZVPD RIJCOSX def2/J DEFGRID3
* xyz 0 1
C 1.6263 0.1645 -0.9735
N 1.7636 0.0255 0.4299
C 0.4651 0.0043 -0.0075
C -0.7465 0.8648 0.4107
C -1.7110 -0.1018 -0.3106
C -0.6732 -0.9383 0.4466
O -0.8505 -0.0159 1.5920
H 1.8400 1.1682 -1.3672
H 1.8893 -0.6364 -1.6708
H 2.3700 -0.1817 1.2095
H -0.8474 1.9442 0.5606
H -1.7506 -0.1418 -1.4034
H -2.7005 -0.1244 0.1560
H -0.6320 -2.0010 0.7003
*
```

Output
Kohn-Sham gap in hartree: 0.3593
Maximum force in eV/Å: 0.84
Energy above the lowest of the compared OMol25 structures with the same formula, charge and spin in kcal/mol: 118.4
HOMO level in eV: -8.639



# C5H7NO

The molecule C5H7NO (ωB97M-V with the def2-TZVPD basis set, OMol25).

The geometry in ORCA input format:
```
! wB97M-V def2-TZVPD RIJCOSX def2/J DEFGRID3
* xyz 0 1
C -1.4502 -1.4581 0.0323
C -0.6812 -0.1869 -0.2204
C 0.7380 -0.2366 -0.6192
C 1.6459 0.6862 0.0859
O 1.2022 1.5510 0.9089
C -1.2802 1.0688 -0.1855
N -1.6506 2.1844 -0.1045
H -2.4955 -1.2226 0.2557
H -1.0612 -2.0346 0.8863
H -1.4539 -2.1358 -0.8367
H 0.2123 1.4258 0.9960
H 1.1764 -1.2450 -0.6095
H 0.9495 0.1280 -1.6585
H 2.7008 0.8056 -0.1602
*
```

Output
Kohn-Sham gap (spin up / spin down) in hartree: 0.2280 / 0.2097
Maximum force in eV/Å: 0.93
Energy above the lowest of the compared OMol25 structures with the same formula, charge and spin in kcal/mol: 86.6
HOMO level (spin up / spin down) in eV: -6.949 / -6.762